Entry 1:
15
Properties=species:S:1:pos:R:3:lowdin_charge:R:1 method="wB97M-V/def2-TZVPD" lumo_energy_ha=0.10633 total_charge=-1 smiles="[S-]c1ccccc1C1=C(Br)O1" homo_ha=-0.1467
Br 3.94097 -0.58470 0.87509 0.447
S 1.00170 2.59694 -0.02488 0.586
O 2.42407 -1.43257 -1.28535 -0.098
C 0.10712 1.22475 -0.06083 -0.753
C -0.55459 -1.18977 -0.32770 -0.004
C 1.72441 -0.41536 -0.84186 -0.397
C -1.18088 1.33723 0.61755 -0.159
C 3.17950 -0.11687 -0.88518 -0.497
C -1.84487 -0.86351 -0.00221 -0.106
C 0.45144 -0.12797 -0.41831 -0.208
C -2.09676 0.36281 0.64243 -0.122
H -2.95680 0.36803 1.14888 0.057
H -0.10210 -2.07477 -0.63389 0.086
H -2.73734 -1.42774 0.10256 0.077
H -1.35587 2.34350 1.09369 0.091

Entry 2:
15
Properties=species:S:1:pos:R:3:lowdin_charge:R:1 method="wB97M-V/def2-TZVPD" lumo_energy_ha=0.03695 total_charge=0 smiles=CC[C@@H](C)O homo_ha=-0.3770
O -0.38118 1.26666 0.84663 -0.054
C -0.51020 0.28642 -0.17638 -0.471
C 0.68318 -0.65263 -0.02190 -0.224
C -1.86907 -0.40399 -0.06873 -0.055
C 2.00124 0.11939 -0.01975 -0.108
H -1.04871 1.94456 0.68890 0.092
H 2.15196 0.63627 -0.97516 0.075
H -2.13083 -0.93653 -0.98812 0.079
H 2.85960 -0.53778 0.15137 0.070
H -0.43230 0.77030 -1.16622 0.140
H -2.65004 0.34419 0.11328 0.075
H -1.89134 -1.11330 0.76540 0.081
H 1.97949 0.87651 0.76775 0.068
H 0.66428 -1.39022 -0.83510 0.115
H 0.57393 -1.20984 0.91804 0.115

Entry 3:
48
Properties=species:S:1:pos:R:3:lowdin_charge:R:1 method="wB97M-V/def2-TZVPD" lumo_energy_ha=0.09019 total_charge=-1 homo_ha=-0.1541
S -1.07422 0.43576 -1.45763 0.457
O -0.47482 2.51276 1.39243 -0.115
O -0.05058 -1.30931 2.74184 -0.053
O -1.47799 -3.43462 1.85548 -0.050
O -3.33957 -0.03670 0.83876 -0.092
O -2.41710 3.33979 -0.78394 -0.096
O 2.43586 2.01612 1.01187 -0.045
O -0.13172 2.35000 4.04601 -0.084
O 2.79521 -0.59406 2.73044 -0.032
O 2.81780 4.07760 -0.86833 -0.070
O -4.46219 1.40893 -2.00716 -0.086
N -1.08566 -2.74389 -2.15760 0.013
N 0.81544 -2.05172 -0.64565 -0.048
C 2.55023 -1.55437 -2.31676 -0.080
C 1.44637 -0.98871 -1.40371 -0.460
C 0.07586 -3.09603 -1.41741 -0.309
C 0.54116 0.05538 -2.17024 -0.653
H 3.31167 -0.77444 -2.40342 0.074
H -0.63738 -1.07014 3.46065 0.050
H 1.99796 4.04401 -1.32952 0.002
H 0.80005 -3.63224 -2.03153 0.103
H -0.84787 2.19632 0.53879 -0.021
H 0.82447 2.29746 4.17452 0.028
H 1.94176 -0.28955 -0.73091 0.098
H 2.20506 -1.87470 -3.29259 0.059
H -0.73505 -3.84740 1.43672 0.012
H 0.37294 -1.70640 0.19220 0.058
H 2.61424 3.45137 -0.14828 -0.012
H 1.52217 2.19860 1.22036 0.001
H -3.26586 3.06189 -1.09670 -0.011
H -1.62289 3.04877 -1.23739 -0.026
H -0.90982 -2.21772 -2.99740 0.050
H 3.04251 -2.45158 -1.92912 0.069
H -1.78187 -2.68549 1.33910 0.024
H -1.39550 2.58476 1.71398 0.068
H -3.15706 -0.39788 -0.02654 -0.048
H -3.71665 0.80374 -2.13966 -0.024
H 0.49340 -0.21105 -3.23460 0.037
H 1.07320 1.01586 -2.22456 0.037
H -4.43428 1.57177 -1.06013 0.012
H -0.13761 2.71829 3.13624 -0.006
H 1.91395 -0.22024 2.81323 0.012
H 3.42427 -0.57669 3.39664 -0.003
H 0.27705 -2.19480 2.89567 0.037
H -2.58245 -0.30217 1.36969 0.009
H -0.21351 -3.70844 -0.55011 0.083
H -1.74126 -2.27114 -1.57986 0.006
H 2.40029 1.05229 0.93611 0.028

Entry 4:
86
Properties=species:S:1:pos:R:3:lowdin_charge:R:1 method="wB97M-V/def2-TZVPD" multiplicity=6 lumo_energy_ha="-0.03871 / -0.04200" total_charge=0 homo_ha="-0.2375 / -0.2444"
Fe -5.09841 -6.48980 17.57214 0.841
N -3.25521 -5.95271 16.82016 0.023
N -6.71957 -7.51404 18.05124 0.010
N -4.16737 -7.37100 19.07561 -0.008
N -5.87471 -5.88689 15.89561 -0.014
C -3.96709 -4.94148 14.68427 0.068
C -8.92309 -5.88857 11.93855 -0.099
C -5.27656 -5.40009 14.74000 -0.226
C -10.51636 -8.05608 17.89248 -0.201
C -8.84443 -5.76249 13.51031 -0.160
C -0.34396 -7.10307 21.60398 -0.111
C -5.78058 -4.82268 12.23623 -0.205
C -6.95901 -8.45970 19.00506 -0.253
C -7.43145 -5.76442 14.18477 -0.064
C -1.72549 -7.63535 21.96164 -0.181
C -4.62162 -8.48424 22.64181 -0.171
C -8.71625 -10.17961 19.77615 -0.152
C -2.87094 -7.52719 20.96627 -0.107
C -4.84346 -8.07427 20.02781 -0.261
C -1.34004 -3.35578 14.92812 -0.220
C -7.17443 -6.11739 15.57331 -0.247
C -4.12990 -8.07478 21.21012 -0.118
C -1.90069 -6.28500 18.93537 0.072
C 1.35414 -4.40072 17.06928 -0.096
C -2.93855 -6.98471 19.66720 -0.178
C -11.07822 -9.15353 17.00795 -0.118
C -6.02657 -8.83830 19.95261 0.070
C -1.15519 -4.81276 17.05408 -0.103
C -1.59649 -3.61406 13.47657 -0.132
C -8.00224 -7.29885 17.48017 -0.202
C -8.23556 -6.62832 16.30353 0.036
C -6.18780 -5.35002 13.62036 -0.076
C -0.00752 -4.13471 17.75328 -0.183
C -3.86837 -9.59441 23.33740 -0.103
C -3.01077 -5.16070 15.74625 -0.224
C -9.01140 -8.07163 18.14132 -0.092
C -6.09650 -3.38210 11.93195 -0.105
C -1.75091 -4.47326 15.81159 -0.126
C -8.30716 -8.97271 18.97069 -0.103
C -9.13553 -9.71144 21.24829 -0.058
C -2.09882 -5.74583 17.66549 -0.193
H -9.53348 -10.68546 19.24734 0.101
H -9.94646 -8.97580 21.04718 0.072
H -0.27589 -3.12957 15.15708 0.100
H -0.15602 -3.07876 17.93930 0.113
H -1.49287 -8.70398 22.10770 0.109
H -6.23467 -9.59666 20.70402 0.112
H 1.37733 -4.11920 16.00526 0.062
H -10.88218 -7.09571 17.45198 0.112
H -4.70445 -7.54742 23.23220 0.123
H -6.34179 -5.44844 11.51033 0.100
H -5.67206 -8.83471 22.57944 0.090
H 0.09426 -7.71305 20.80634 0.084
H -2.05155 -7.21205 22.90741 0.116
H -7.17235 -3.21396 11.80675 0.068
H -3.72506 -4.22120 13.87958 0.069
H -12.16451 -9.16875 16.90563 0.066
H -5.77559 -2.70904 12.75636 0.086
H 0.27606 -7.05755 22.48354 0.071
H -7.87439 -10.78995 19.83424 0.073
H -10.54886 -9.27557 16.06030 0.074
H -5.57739 -3.01836 11.04197 0.073
H -11.08872 -8.11185 18.86679 0.121
H 2.07951 -3.72631 17.55179 0.071
H -0.86835 -6.35931 19.34501 0.091
H -5.54711 -5.17177 18.27028 -0.021
H -8.48016 -6.79516 11.50787 0.078
H -1.39989 -4.68725 13.11900 0.120
H -2.66203 -3.29593 13.24170 0.065
H -9.51150 -4.86047 13.74992 0.134
H -1.79596 -2.33390 15.12883 0.144
H -11.05526 -10.16918 17.54121 0.082
H -4.68250 -5.01823 12.17510 0.112
H -0.97522 -2.92651 12.88439 0.073
H 1.74428 -5.41176 17.20128 0.074
H -8.32230 -9.16496 21.69276 0.045
H -4.02374 -10.57496 22.94052 0.068
H -9.52585 -10.51001 21.91918 0.076
H -0.34471 -6.11504 21.16420 0.051
H -4.23237 -9.62781 24.37337 0.082
H -9.23270 -6.56869 15.80933 0.113
H -8.34929 -5.10971 11.48185 0.026
H 0.02720 -4.64355 18.77083 0.105
H -9.39395 -6.64809 13.91849 0.091
H -2.80526 -9.46468 23.28895 0.036
H -9.95740 -5.86950 11.62676 0.064

Entry 5:
20
Properties=species:S:1:pos:R:3:lowdin_charge:R:1 method="wB97M-V/def2-TZVPD" multiplicity=2 lumo_energy_ha="0.11869 / 0.11543" total_charge=-1 homo_ha="0.0065 / -0.1018"
O -3.89934 2.86845 1.61449 -0.077
C -0.95280 -3.01492 -1.77729 -0.067
C 0.94910 2.06247 0.40338 -0.100
C 1.86267 0.03323 1.51583 -0.117
C 0.11890 -2.24685 -1.96291 -0.252
C 1.21155 0.69160 0.33744 -0.464
C 0.67114 -0.10380 -0.70965 -0.165
C 0.77847 -1.47078 -0.87355 -0.204
H 2.28680 -0.91623 1.20464 0.042
H 1.25354 2.69037 1.23581 -0.018
H -3.21268 3.37489 1.15907 0.034
H 0.60661 -2.14658 -2.93760 0.071
H 0.04500 0.43429 -1.42248 0.090
H 0.29268 2.57120 -0.30464 -0.009
H 1.40021 -2.09688 -0.28874 0.043
H 1.17332 -0.13774 2.35168 0.067
H -1.37328 -3.14640 -0.79907 0.030
H -1.41214 -3.62283 -2.55303 0.019
H 2.70273 0.60518 1.93215 0.059
H -4.50246 3.57133 1.87447 0.018

Entry 6:
131
Properties=species:S:1:pos:R:3:lowdin_charge:R:1 method="wB97M-V/def2-TZVPD" lumo_energy_ha=0.06822 total_charge=-1 homo_ha=-0.1632
Nb 0.31298 -4.25480 1.93357 1.664
S -1.59047 -1.51356 2.96477 0.649
F -0.40630 -7.22374 2.34742 -0.203
F 5.00539 -3.29123 2.93368 0.074
F 4.99342 -1.71619 1.33152 0.070
F 5.16482 -3.91571 0.79787 0.078
O -6.06437 3.86758 -0.55215 0.066
O 5.16708 5.00310 -3.45605 0.091
O 1.10019 6.54957 -4.98074 0.058
O -4.06571 2.95185 -0.01761 0.143
O 3.14264 -3.01578 1.54573 -0.126
O -1.55887 1.78014 -5.11597 -0.232
O 5.46276 3.75702 -1.61092 0.077
O 2.95298 -4.82429 5.77933 0.065
O 2.00760 -6.25382 7.22999 0.097
O 1.39512 -6.29120 5.05001 0.124
O 0.16711 5.11754 -3.52217 0.075
O 3.68475 5.14676 -1.75215 0.152
O 3.26855 4.34198 1.03331 0.057
O 2.08559 5.49175 2.55619 0.088
O -0.46420 5.07586 -5.69522 0.149
O 2.80961 6.52787 0.67764 0.126
O -5.84410 1.63366 -0.47296 0.079
N -0.33849 -4.47814 3.97070 -0.199
C -4.04260 -2.06468 -4.48440 -0.221
C 1.47524 6.97867 -3.67386 -0.100
C -1.71522 -4.79051 1.05742 -0.363
C 2.72897 5.54840 1.35577 -0.539
C 3.18998 3.53204 2.20243 -0.098
C -0.31464 1.15466 -5.44931 -0.137
C 2.00017 4.11044 2.91151 -0.338
C -0.09558 -2.01214 1.98139 -0.693
C -7.93532 0.90480 -1.46497 -0.019
C 0.20225 5.53485 -4.81676 -0.544
C 1.36321 -7.06163 0.57342 -0.156
C -2.13734 0.18011 2.36723 -0.536
C 6.36463 3.26710 -2.59828 -0.104
C 2.05554 -5.83483 5.93355 -0.509
C 2.03859 3.92525 4.41272 -0.023
C -1.62056 2.18297 -3.73266 -0.207
C -3.04152 -0.84198 -4.34098 -0.220
C 0.96629 6.00237 -1.40557 -0.020
C -2.70913 0.12118 0.86376 -0.188
C -3.18247 -4.08220 -1.08394 -0.209
C -4.38953 -2.80852 -3.12033 -0.217
C 4.52538 -3.00257 1.65873 -0.561
C 6.81183 4.03833 -4.95934 -0.023
C -3.12934 -2.87422 -2.14521 -0.221
C -7.23810 1.91444 -0.57922 -0.343
C -3.65957 0.43666 -3.60559 -0.190
C 0.82873 -6.51668 1.98506 -0.458
C -2.59454 1.30835 -2.81975 -0.157
C 4.67569 4.68173 -2.22564 -0.499
C -5.21257 2.83013 -0.31679 -0.538
C 6.47305 4.43312 -3.53830 -0.344
C -2.29388 -3.58586 0.17923 -0.336
C 3.10888 -5.64230 7.89895 -0.346
C -7.23446 3.30762 -1.13975 -0.111
C 2.78757 -5.37334 9.35311 -0.026
C 3.31514 -4.39629 7.08678 -0.104
C 2.50170 -3.85962 2.57639 -0.314
C 1.27812 5.73367 -2.86290 -0.335
H 1.56079 -6.21768 -0.14814 0.017
H 4.34961 -4.05105 7.11060 0.142
H 2.65610 -3.57219 7.37816 0.145
H -2.78977 -0.50386 -5.40552 0.104
H -2.02284 -0.47708 0.18328 0.044
H 1.09566 4.25192 4.85731 0.085
H -8.12252 3.87293 -0.85367 0.139
H -3.56682 -2.79317 -5.22877 0.108
H -1.96595 0.72164 -2.08302 0.105
H -5.16979 -2.16153 -2.58497 0.097
H -2.97082 0.52366 3.06560 0.063
H 3.52908 -4.71213 9.80698 0.088
H -7.36609 0.72383 -2.38006 0.090
H -1.41155 -3.03618 -0.29788 0.064
H -0.26754 -3.57657 4.47701 -0.044
H -4.37657 0.02033 -2.81141 0.094
H 5.97969 3.51017 -5.43070 0.095
H -3.77507 -0.29140 0.83090 0.078
H 2.13071 5.06563 -2.94811 0.127
H 1.79606 -4.92747 9.46158 0.093
H 7.19000 5.17595 -3.17187 0.159
H -2.79981 1.18944 0.43821 0.050
H 3.96888 -6.31649 7.82091 0.159
H 0.16684 0.57792 -4.60111 0.093
H -1.98065 3.26571 -3.73117 0.124
H 4.12487 3.63768 2.76239 0.141
H -1.62634 -5.74102 0.42076 0.037
H -0.56887 2.09783 -3.28984 0.120
H -8.94169 1.23755 -1.72908 0.088
H -7.12584 3.33860 -2.22857 0.143
H 0.39873 -5.06431 4.42177 -0.068
H 2.29989 -7.68003 0.80163 0.057
H -1.27155 0.92779 2.38374 0.064
H -4.32843 1.06555 -4.28747 0.120
H -4.98837 -1.68715 -4.99956 0.105
H 0.79582 -1.47100 2.46605 -0.003
H -7.66587 1.89103 0.42910 0.160
H -2.96858 -2.90256 0.77212 0.073
H -2.13733 -2.94744 -2.70593 0.118
H 2.77244 -6.30988 9.91563 0.083
H 5.92625 2.37592 -3.05825 0.145
H 6.99933 4.92887 -5.56380 0.085
H 7.70202 3.40656 -4.99343 0.090
H 3.04790 2.48282 1.94055 0.147
H -4.23274 -4.36378 -0.77366 0.104
H 2.53640 -3.29476 3.56230 0.056
H 3.05224 -4.84642 2.69740 0.065
H 0.40591 1.97029 -5.78681 0.089
H -8.01498 -0.05606 -0.95135 0.088
H 0.95594 5.06502 -0.84414 0.092
H 1.70609 6.66422 -0.95145 0.065
H 1.55275 -6.74469 2.83634 0.050
H 7.32406 3.00256 -2.15209 0.142
H -2.47806 -5.05147 1.86788 0.048
H -3.16707 -1.91998 -1.51459 0.097
H -0.02730 6.44597 -1.29241 0.097
H -0.21732 -1.53171 0.94745 -0.001
H 2.50957 7.32465 -3.65771 0.139
H -2.05283 -1.08784 -3.85443 0.101
H 0.92492 -4.10352 0.20042 -0.076
H -4.89416 -3.81512 -3.28654 0.104
H 0.81760 7.80211 -3.37607 0.139
H -2.63213 -4.96330 -1.56295 0.105
H -3.19160 2.05328 -2.18933 0.094
H -0.39419 0.42934 -6.32541 0.091
H 0.61527 -7.80068 0.13525 0.067
H 2.82527 4.53426 4.86504 0.089
H 2.19882 2.87829 4.67850 0.093
H 1.06282 3.71443 2.50666 0.162